Entry 1:
{
  "formula": "C6H10NS",
  "method": "wB97M-V/def2-TZVPD",
  "orbital_gap_ev": [4.20, 6.18],
  "e_homo_ev": [-9.363, -14.181],
  "e_above_lowest_kj_mol": 188.5,
  "s2": 2.018,
  "e_lumo_ev": [-5.2, -8.0],
  "energy_ev": -18695.551,
  "charge": 1,
  "spin_multiplicity": 3,
  "symbols": ["C", "C", "C", "C", "C", "C", "N", "S", "H", "H", "H", "H", "H", "H", "H", "H", "H", "H"],
  "coordinates": [[0.9612, 0.0356, -2.8743], [0.8551, -0.4366, -1.5710], [0.6780, 1.3891, -2.9616], [0.1229, -1.3504, 1.8806], [-1.5275, 0.5323, 1.8015], [-0.1442, 0.0535, 1.5909], [0.2366, 0.4447, -0.7626], [-0.0022, 1.9026, -1.5059], [1.5584, -0.5362, -3.5973], [0.7346, -1.5712, -1.2882], [0.7021, 1.9078, -3.9515], [0.8656, -1.0189, 2.7362], [0.8526, -1.9596, 1.2507], [-0.8286, -1.9013, 2.1875], [-2.1219, 0.0683, 1.0093], [-1.6755, 1.5416, 1.8569], [-1.8483, 0.0466, 2.8108], [0.5811, 0.8523, 1.3882]],
  "lowdin_spin": [0.3899, 0.2956, 0.2210, 0.0312, 0.0267, 0.2252, 0.2344, 0.5022, 0.0116, 0.0117, 0.0034, 0.0157, 0.0070, 0.0003, 0.0092, -0.0006, 0.0064, 0.0092]
}


Entry 2:
{
  "formula": "C6H10O",
  "method": "wB97M-V/def2-TZVPD",
  "orbital_gap_ev": 7.62,
  "e_homo_ev": -7.704,
  "e_above_lowest_kj_mol": 321.2,
  "e_lumo_ev": -0.1,
  "energy_ev": -8427.912,
  "charge": 0,
  "symbols": ["O", "C", "C", "C", "C", "C", "C", "H", "H", "H", "H", "H", "H", "H", "H", "H", "H"],
  "coordinates": [[2.2968, -0.6844, -0.1694], [1.2191, -0.1673, 0.4111], [0.0015, -1.0691, 0.4556], [-1.3313, -0.4799, -0.0298], [-1.2529, 0.1200, -1.4294], [0.2086, 1.7369, 1.4408], [1.3343, 1.1325, 0.8707], [2.1139, -1.5761, -0.4949], [-0.3853, 0.7798, -1.5159], [-0.1299, -1.3853, 1.4938], [0.2217, -1.9672, -0.1416], [-1.5993, 0.2842, 0.7005], [-2.1031, -1.2635, -0.0050], [-1.2023, -0.6357, -2.2249], [-2.1277, 0.7489, -1.6011], [0.4508, 2.8032, 1.5884], [2.2850, 1.6230, 0.6513]],
  "lowdin_charge": [0.1071, -0.3046, -0.1359, -0.2680, -0.1044, 0.0681, -0.2072, 0.1202, 0.0672, 0.1314, 0.1149, 0.0681, 0.1098, 0.0740, 0.0727, -0.0117, 0.0983]
}


Entry 3:
{
  "formula": "C6H10O",
  "method": "wB97M-V/def2-TZVPD",
  "orbital_gap_ev": [7.20, 7.20],
  "e_homo_ev": [-7.486, -7.487],
  "e_above_lowest_kj_mol": 444.4,
  "e_lumo_ev": [-0.3, -0.3],
  "energy_ev": -8426.635,
  "charge": 0,
  "symbols": ["C", "C", "O", "C", "C", "C", "C", "H", "H", "H", "H", "H", "H", "H", "H", "H", "H"],
  "coordinates": [[-1.5421, -0.4400, -0.5071], [-0.6907, -1.1658, 0.5330], [0.5795, -1.4556, -0.0870], [1.5219, -0.5583, -0.0645], [1.6983, 0.5693, 0.7597], [0.7157, 1.4758, 1.1467], [-0.8178, 0.7397, -1.1625], [-2.4630, -0.1251, -0.0037], [-1.8148, -1.1649, -1.2796], [-0.5219, -0.5519, 1.4219], [-1.1039, -2.1440, 0.7979], [2.3049, -0.8543, -0.7685], [0.2616, 0.5965, -1.0681], [2.7698, 0.6654, 0.9690], [1.1423, 2.2457, 1.8125], [-0.9763, 0.7830, -2.2385], [-1.0766, 1.6907, -0.6963]],
  "lowdin_charge": [-0.1952, -0.1567, -0.0202, -0.1410, -0.2462, 0.0362, -0.1194, 0.1158, 0.1062, 0.1052, 0.1277, 0.1441, 0.0264, 0.0887, -0.0089, 0.0738, 0.0636]
}


Entry 4:
{
  "formula": "C6H10O",
  "method": "wB97M-V/def2-TZVPD",
  "orbital_gap_ev": 10.16,
  "e_homo_ev": -9.275,
  "smiles": "CC1CC1.C=C=O",
  "e_above_lowest_kj_mol": 179.4,
  "e_lumo_ev": 0.9,
  "energy_ev": -8429.381,
  "charge": 0,
  "symbols": ["C", "C", "C", "C", "H", "H", "H", "H", "H", "H", "H", "H", "C", "C", "O", "H", "H"],
  "coordinates": [[-2.0228, -0.3871, 0.0656], [-1.2772, 0.8622, -0.3483], [-0.5044, 1.6664, 0.6627], [0.2184, 0.8377, -0.3524], [-3.0208, -0.1556, 0.4530], [-1.4749, -0.9208, 0.8529], [-2.1400, -1.0779, -0.7791], [-1.7439, 1.4345, -1.1473], [-0.4720, 2.7468, 0.5771], [-0.4682, 1.2894, 1.6831], [0.7906, 1.2885, -1.1595], [0.6462, -0.0515, 0.0745], [1.8208, -1.8165, -0.0247], [2.8032, -0.9807, -0.2643], [3.7146, -0.2652, -0.3578], [0.9446, -1.9532, -0.6451], [2.1856, -2.5168, 0.7096]],
  "lowdin_charge": [-0.0821, -0.3480, -0.1230, -0.1602, 0.0718, 0.0775, 0.0732, 0.1278, 0.0938, 0.1014, 0.1091, 0.0267, -0.0103, -0.2823, 0.1772, 0.0748, 0.0725]
}


Entry 5:
{
  "formula": "C6H10O",
  "method": "wB97M-V/def2-TZVPD",
  "orbital_gap_ev": 9.27,
  "e_homo_ev": -8.491,
  "e_above_lowest_kj_mol": 298.4,
  "e_lumo_ev": 0.8,
  "energy_ev": -8428.147,
  "charge": 0,
  "symbols": ["C", "C", "O", "C", "C", "C", "C", "H", "H", "H", "H", "H", "H", "H", "H", "H", "H"],
  "coordinates": [[1.1446, 0.2195, -1.5634], [0.4771, 0.2321, -0.1933], [1.2380, 1.1569, 0.5907], [0.4169, -1.1577, 0.5082], [-0.8397, -1.2707, 1.3611], [-1.6070, -0.1590, 0.9364], [-1.0175, 0.6424, -0.2203], [1.1637, 1.2292, -1.9917], [0.6059, -0.4421, -2.2521], [2.1796, -0.1316, -1.4757], [0.9401, 1.0960, 1.5098], [0.2656, -1.9546, -0.2403], [1.3534, -1.4007, 1.0269], [-1.0214, -0.0917, 2.0342], [-2.6409, -0.0067, 1.2633], [-1.1499, 1.7282, -0.1453], [-1.5084, 0.3106, -1.1486]],
  "lowdin_charge": [-0.0294, -0.5704, -0.0227, -0.1651, -0.0477, -0.1861, -0.1008, 0.0890, 0.0860, 0.0893, 0.0961, 0.1256, 0.1158, 0.1575, 0.1136, 0.1227, 0.1266]
}


Entry 6:
{
  "formula": "C6H10O",
  "method": "wB97M-V/def2-TZVPD",
  "orbital_gap_ev": 9.25,
  "e_homo_ev": -8.375,
  "e_above_lowest_kj_mol": 425.7,
  "e_lumo_ev": 0.9,
  "energy_ev": -8426.829,
  "charge": 0,
  "symbols": ["C", "C", "C", "C", "C", "C", "O", "H", "H", "H", "H", "H", "H", "H", "H", "H", "H"],
  "coordinates": [[2.1448, 0.1779, -0.8062], [0.8173, 0.0733, -0.1184], [0.2723, -1.2409, 0.4611], [-1.1454, -0.8550, -0.0300], [-0.5713, 0.4479, -0.6707], [-0.5467, 1.5688, 0.3716], [0.6206, 1.1494, 0.8567], [2.9584, -0.0148, -0.0988], [2.2080, -0.5513, -1.6198], [2.2750, 1.1817, -1.2232], [0.6795, -2.1191, -0.0492], [0.4142, -1.3541, 1.5391], [-1.8987, -0.6931, 0.7455], [-1.5515, -1.5461, -0.7719], [-0.8241, 0.6790, -1.7058], [-3.2454, 1.4123, 1.7018], [-2.6073, 1.6842, 1.4183]],
  "lowdin_charge": [0.0017, -0.4666, -0.0801, -0.1105, -0.2152, 0.0210, -0.0161, 0.0924, 0.0910, 0.0920, 0.1167, 0.1195, 0.0909, 0.1085, 0.1363, 0.0337, -0.0153]
}


Entry 7:
{
  "formula": "C6H10O",
  "method": "wB97M-V/def2-TZVPD",
  "orbital_gap_ev": 10.46,
  "e_homo_ev": -9.500,
  "smiles": "C[C@H]1C[C@@]2(O)C[C@@H]12",
  "e_above_lowest_kj_mol": 126.7,
  "e_lumo_ev": 1.0,
  "energy_ev": -8429.927,
  "charge": 0,
  "symbols": ["C", "C", "C", "C", "O", "C", "C", "H", "H", "H", "H", "H", "H", "H", "H", "H", "H"],
  "coordinates": [[2.0300, 0.5110, -0.1415], [0.8775, -0.4793, -0.2564], [-0.0135, -0.7411, 0.9985], [-1.2382, -0.3636, 0.1693], [-2.4380, -1.0552, 0.1861], [-1.1163, 1.0394, -0.3305], [-0.3824, -0.0774, -1.0359], [2.6096, 0.3319, 0.7711], [1.6722, 1.5462, -0.1082], [2.7160, 0.4250, -0.9901], [1.2526, -1.4363, -0.6322], [0.1841, -0.1154, 1.8782], [-0.0168, -1.7938, 1.2938], [-2.9769, -0.6899, 0.8995], [-1.9922, 1.4011, -0.8629], [-0.5806, 1.7994, 0.2395], [-0.5870, -0.3021, -2.0784]],
  "lowdin_charge": [-0.0669, -0.3044, -0.0551, -0.4790, 0.0359, -0.0317, -0.1412, 0.0756, 0.0701, 0.0731, 0.1347, 0.1139, 0.1156, 0.1057, 0.1118, 0.1028, 0.1391]
}


Entry 8:
{
  "formula": "C6H10O",
  "method": "wB97M-V/def2-TZVPD",
  "orbital_gap_ev": 10.66,
  "e_homo_ev": -9.681,
  "smiles": "C[C@H]1CC=C[C@H]1O",
  "e_above_lowest_kj_mol": 26.3,
  "e_lumo_ev": 1.0,
  "energy_ev": -8430.968,
  "charge": 0,
  "symbols": ["C", "C", "C", "C", "C", "C", "O", "H", "H", "H", "H", "H", "H", "H", "H", "H", "H"],
  "coordinates": [[-1.0612, 0.8727, -1.4537], [-0.6825, 0.0564, -0.2287], [0.2998, -1.0513, -0.6273], [0.8973, -1.4475, 0.6977], [0.6418, -0.5339, 1.6382], [-0.0618, 0.6802, 1.0491], [0.8642, 1.7405, 0.8411], [-0.2408, 1.5141, -1.7902], [-1.2687, 0.1467, -2.2533], [-1.9598, 1.4815, -1.3260], [-1.5818, -0.4524, 0.1442], [1.0715, -0.6762, -1.3187], [-0.2356, -1.8390, -1.1711], [1.4852, -2.3494, 0.8428], [0.9583, -0.5915, 2.6765], [-0.8292, 1.1096, 1.7024], [1.7033, 1.3397, 0.5772]],
  "lowdin_charge": [-0.0663, -0.3370, -0.1731, -0.0766, -0.0438, -0.3401, -0.0256, 0.0791, 0.0784, 0.0759, 0.1442, 0.1222, 0.1169, 0.1011, 0.1070, 0.1436, 0.0942]
}


Entry 9:
{
  "formula": "C6H10O",
  "method": "wB97M-V/def2-TZVPD",
  "orbital_gap_ev": [8.63, 8.54],
  "e_homo_ev": [-9.499, -9.418],
  "e_above_lowest_kj_mol": 505.1,
  "e_lumo_ev": [-0.9, -0.9],
  "energy_ev": -8426.005,
  "charge": 0,
  "symbols": ["O", "C", "C", "C", "C", "C", "C", "H", "H", "H", "H", "H", "H", "H", "H", "H", "H"],
  "coordinates": [[-2.1164, -1.2547, 0.9613], [-1.6248, -1.4967, -0.1164], [-0.1434, -1.4806, -0.4148], [0.6706, -0.7786, 0.6805], [1.3420, 0.4853, 0.2186], [-1.1008, 1.3776, -1.2418], [1.3074, 1.6521, 0.8689], [-2.2677, -1.7861, -0.9731], [0.1647, -2.5259, -0.5553], [-0.0328, -0.9833, -1.3830], [1.4446, -1.4561, 1.0623], [0.0052, -0.5557, 1.5220], [1.9687, 0.4016, -0.6720], [-0.5206, 2.1744, -1.7538], [-1.7458, 1.9557, -0.5435], [1.9057, 2.5016, 0.5476], [0.7435, 1.7694, 1.7925]],
  "lowdin_charge": [0.0295, -0.2958, -0.1970, -0.2074, -0.2092, 0.2118, -0.0012, 0.1191, 0.1174, 0.0803, 0.1164, 0.1049, 0.1081, -0.0563, -0.0431, 0.0563, 0.0661]
}


Entry 10:
{
  "formula": "C6H10O",
  "method": "wB97M-V/def2-TZVPD",
  "orbital_gap_ev": [7.37, 8.55],
  "e_homo_ev": [-7.537, -8.045],
  "e_above_lowest_kj_mol": 499.2,
  "e_lumo_ev": [-0.2, 0.5],
  "energy_ev": -8426.066,
  "charge": 0,
  "symbols": ["C", "C", "C", "C", "O", "C", "C", "H", "H", "H", "H", "H", "H", "H", "H", "H", "H"],
  "coordinates": [[-0.2170, 0.2336, 1.9113], [0.0558, 1.0474, 0.6685], [1.2000, 0.5316, -0.2450], [0.0701, -0.1209, -1.0992], [0.1406, -0.1597, -2.4935], [-0.3996, -1.3376, -0.3386], [-0.8810, 0.7828, -0.4157], [-1.2743, 0.1806, 2.1982], [0.4130, 0.4794, 2.7753], [-0.4041, -1.0074, 0.8667], [0.1039, 2.1059, 0.9716], [1.9381, -0.1407, 0.2061], [1.6848, 1.3413, -0.7953], [0.5196, -1.0132, -2.7410], [-1.3468, -1.7256, -0.7160], [0.3496, -2.1336, -0.2370], [-1.9526, 0.9360, -0.5163]],
  "lowdin_charge": [0.0014, -0.3947, -0.0403, -0.5802, 0.0272, -0.0388, 0.0151, 0.0693, 0.0597, 0.0910, 0.1488, 0.1163, 0.1178, 0.1011, 0.0938, 0.0907, 0.1220]
}